Entry 1:
Here is the ion C5H10O2 with charge -1 at a distorted geometry from the OMol25 dataset. Energies are from the ωB97M-V functional and the def2-TZVPD basis.

The geometry in XYZ format:
```
17
Properties=species:S:1:pos:R:3:forces:R:3
C 2.178300 -0.766816 -0.645090 0.13 -1.66 0.51
O 3.524396 -0.551609 -0.514141 -1.41 -0.22 -0.65
C 1.439309 0.043205 0.403032 -0.51 -0.64 1.47
C -0.020616 0.006658 0.862876 -2.07 1.05 -0.73
C -0.996569 0.225100 -0.393383 1.67 -3.32 -1.85
C -2.472935 0.511980 -0.061051 0.82 0.26 0.71
O -3.417659 0.787257 -1.018488 0.75 -0.08 0.31
H 1.671945 -0.564892 -1.627938 0.47 0.14 -0.15
H 1.814807 -1.849606 -0.423817 0.53 0.35 -0.33
H 1.955539 -0.266539 1.365140 0.28 1.66 -1.06
H 1.340339 1.032697 -0.027626 1.80 0.92 0.65
H -0.091407 1.016635 1.313141 -0.15 -0.40 0.49
H -0.310288 -0.671602 1.711047 0.00 -0.07 -1.27
H -0.907525 -0.761043 -1.087871 -0.49 1.93 1.60
H -0.389127 0.920394 -1.056348 -1.37 -0.07 0.86
H -2.438535 1.291641 0.748997 -0.57 -0.29 -0.41
H -2.879979 -0.403457 0.451517 0.12 0.45 -0.16
```
Positions in Å, forces in eV/Å.

energy above the lowest of the compared OMol25 structures with the same formula, charge and spin: 262.6 kJ/mol
spin multiplicity: 2
expectation value of S²: 0.75
charge: -1
highest occupied orbital energy (alpha / beta): -2.33 / -2.33 eV
HOMO-LUMO gap (alpha / beta): 5.695 / 3.483 eV

Calculated atomic charges, method Mulliken, unit e: -0.398 -0.858 -0.660 -0.351 -0.245 -0.376 -0.379 0.117 0.101 0.233 0.248 0.264 0.337 0.208 0.292 0.268 0.197

=====

Entry 2:
Here is a cluster of 2 separate species, CH3Br2ClSi in total at a distorted geometry from the OMol25 dataset. Energies are from the ωB97M-V functional and the def2-TZVPD basis.

The geometry in XYZ format:
```
8
Properties=species:S:1:pos:R:3:forces:R:3
C -1.140822 0.032042 0.374873 0.69 -3.67 -1.00
Si 0.689269 0.257426 -0.061222 0.91 -1.24 -1.36
Cl 1.313702 -0.877222 -2.681411 -0.84 1.27 2.39
Br 2.004556 2.061940 0.079656 -1.16 -0.46 -0.32
Br 1.857899 -1.235744 0.975563 0.08 -0.42 0.21
H -1.656890 -0.456490 -0.491700 0.63 0.49 0.37
H -1.419703 -0.656524 1.229546 1.27 0.59 -0.75
H -1.648008 0.874574 0.574696 -1.58 3.43 0.46
```
Positions in Å, forces in eV/Å.

energy above the lowest of the compared OMol25 structures with the same formula, charge and spin: 252.3 kJ/mol
charge: 0
highest occupied orbital energy: -9.79 eV
HOMO-LUMO gap: 8.150 eV

Calculated atomic charges, method Mulliken, unit e: -0.978 0.682 -0.482 -0.132 -0.123 0.330 0.325 0.378

=====

Entry 3:
Here is a structure of composition C4H7CdO2 at a distorted geometry from the OMol25 dataset. Energies are from the ωB97M-V functional and the def2-TZVPD basis.

The geometry in XYZ format:
```
14
Properties=species:S:1:pos:R:3:forces:R:3
H -0.772812 1.545621 1.030789 -0.37 -1.09 -0.31
O -2.806466 1.079778 0.484038 0.92 -0.43 0.02
C -1.457044 0.821537 0.213883 0.28 1.75 0.31
C -1.151743 -0.602400 0.206103 0.55 -1.28 0.12
C -0.169121 -1.165720 -0.800822 0.15 0.43 0.32
C 0.365454 -1.165987 0.596956 -1.52 0.04 -0.45
O 1.250870 -0.265099 1.014858 1.23 -4.13 -1.93
Cd 1.313294 1.420640 1.722156 -0.72 3.75 1.61
H -2.992011 2.009157 0.325321 -0.09 0.13 -0.03
H -1.070743 1.340644 -0.675769 -0.40 -0.23 -0.05
H -1.951602 -1.258537 0.558529 0.24 0.35 -0.08
H 0.276941 -0.440327 -1.486368 -0.15 -0.26 0.12
H -0.413319 -2.137093 -1.237953 0.12 0.32 0.19
H 0.390756 -2.139372 1.106287 -0.24 0.63 0.16
```
Positions in Å, forces in eV/Å.

energy above the lowest of the compared OMol25 structures with the same formula, charge and spin: 95.6 kJ/mol
charge: +1
highest occupied orbital energy (alpha / beta): -13.06 / -13.06 eV
HOMO-LUMO gap (alpha / beta): 5.809 / 5.811 eV

Calculated atomic charges, method Mulliken, unit e: -0.229 -0.477 -0.146 -0.116 -0.729 0.322 -0.780 0.967 0.332 0.497 0.436 0.261 0.269 0.392

=====

Entry 4:
Here is a cluster of 2 separate species, C11H17N4 in total at a distorted geometry from the OMol25 dataset. Energies are from the ωB97M-V functional and the def2-TZVPD basis.

The geometry in XYZ format:
```
32
Properties=species:S:1:pos:R:3:forces:R:3
C 2.534830 0.406096 2.235345 1.35 2.41 -2.60
C 1.889622 0.607287 0.882221 1.49 -0.90 3.07
C 2.240167 1.714521 0.119502 -3.55 -2.54 -3.06
C 1.285346 -0.356048 0.101793 -1.67 -1.29 -1.10
C 1.164004 0.168491 -1.204203 -1.58 -1.60 -0.89
C 0.726547 -1.620008 0.420077 -0.12 -0.41 2.05
C 0.564681 -0.564403 -2.287422 0.20 1.21 2.20
C 0.247511 -2.478333 -0.583987 1.09 4.52 -2.09
C 0.143984 -1.899267 -1.915096 1.54 0.60 -0.48
N 1.601214 1.467302 -1.090401 2.61 3.62 -1.85
H 2.008999 -0.227310 2.857954 -0.82 -1.44 1.34
H 2.702937 1.427726 2.707706 0.15 -1.54 -0.40
H 2.773339 2.511468 0.483415 1.10 2.19 -0.02
H 1.715380 2.081235 -1.952151 -0.08 -0.96 1.64
H 0.655848 -1.804739 1.569083 0.33 -0.41 -2.32
H 0.376563 -0.061286 -3.287675 0.39 -1.13 1.26
H 0.119487 -3.486443 -0.497618 -0.84 -2.43 0.67
H -0.066347 -2.451394 -2.843925 -0.49 -0.44 0.98
H 3.490922 -0.057349 1.813350 -0.66 0.48 1.46
C -2.948178 -1.025308 -0.656505 -1.69 -1.57 1.65
C -1.915199 0.698363 0.808019 -2.90 0.71 1.06
N -2.721362 -0.377989 0.680319 1.83 0.43 -0.09
N -1.814459 1.497405 -0.276626 1.72 -0.92 -1.19
N -1.555090 1.188042 2.027694 1.70 1.59 0.39
H -2.836476 -0.954953 1.526788 -0.02 0.29 -0.91
H -2.024078 0.933544 -1.188778 1.04 2.31 2.11
H -1.099543 2.279624 -0.208625 -1.51 -1.43 -0.71
H -1.981604 1.084134 2.989058 0.36 -0.48 -2.01
H -0.895043 2.027582 1.989014 -1.57 -1.66 0.18
H -2.302008 -1.942581 -0.683302 -1.02 0.73 -0.13
H -2.737347 -0.451672 -1.557186 -0.10 0.21 0.34
H -4.073029 -1.239258 -0.622481 1.74 -0.12 -0.58
```
Positions in Å, forces in eV/Å.

energy above the lowest of the compared OMol25 structures with the same formula, charge and spin: 212.2 kJ/mol
spin multiplicity: 2
expectation value of S²: 0.77
charge: +2
highest occupied orbital energy (alpha / beta): -16.17 / -16.42 eV
HOMO-LUMO gap (alpha / beta): 9.037 / 6.180 eV

Calculated atomic charges, method Mulliken, unit e: -1.275 0.505 -0.705 1.230 -0.150 -0.059 -0.789 -1.336 -0.151 0.038 0.383 0.392 0.479 0.319 0.324 0.421 0.611 0.416 0.354 -0.909 0.645 -0.199 -0.357 -0.397 0.265 0.185 0.273 0.261 0.208 0.259 0.458 0.302

=====

DFT total energy (hartree)
-346.8332, -5937.6703, -474.4011, -647.7163